Formula: C44H124N8O14
Source: OMol25
Level of theory: ωB97M-V/def2-TZVPD

Last column: Löwdin charge in e.
Geometry (Å):
C (-0.91558, -2.68336, 3.56135)  -0.065
C (-0.15050, -3.80808, 4.16449)  -0.422
C (-0.32045, -5.17200, 3.47953)  -0.210
O (-1.59889, -5.60176, 3.78638)  -0.198
C (-2.25526, -6.52250, 2.85442)  -0.070
N (1.22042, -3.31547, 4.19534)  0.032
H (-1.35884, -2.85628, 2.58067)  0.057
H (-0.44444, -1.70072, 3.58475)  0.068
H (-1.81887, -2.43000, 4.11631)  0.083
H (-0.46716, -3.95715, 5.19678)  0.137
H (0.23726, -5.94961, 4.00143)  0.131
H (-0.17288, -5.13049, 2.40036)  0.117
H (-3.13480, -6.99320, 3.29366)  0.098
H (-1.55430, -7.30138, 2.55425)  0.077
H (-2.28022, -6.05471, 1.87022)  0.053
H (1.84675, -4.08763, 4.37301)  0.073
H (1.21244, -2.71802, 5.00964)  0.085
C (-4.41459, -4.02034, 2.05646)  -0.069
C (-5.54853, -3.83650, 1.09059)  -0.470
C (-5.22427, -4.39177, -0.29184)  -0.218
O (-6.35501, -4.19135, -1.06040)  -0.176
C (-6.49125, -2.86931, -1.57586)  -0.094
N (-6.67213, -4.47157, 1.70304)  0.054
H (-3.42747, -3.67548, 1.74861)  0.063
H (-4.28601, -4.98600, 2.54540)  0.058
H (-4.70400, -3.48682, 2.96184)  0.088
H (-5.81205, -2.78054, 1.03064)  0.130
H (-5.18309, -5.47793, -0.21028)  0.132
H (-4.25839, -4.00976, -0.62234)  0.112
H (-5.64163, -2.48396, -2.13956)  0.054
H (-6.56769, -2.13171, -0.77698)  0.072
H (-7.26731, -2.75151, -2.33214)  0.092
H (-6.38216, -5.43731, 1.76092)  0.071
H (-7.31730, -4.57835, 0.93333)  0.071
C (-2.58126, -2.65387, -2.72828)  -0.031
C (-1.94793, -3.86504, -3.52164)  -0.375
C (-2.05935, -5.20048, -2.74347)  -0.183
O (-1.22123, -5.20825, -1.56489)  -0.224
C (-1.28504, -6.47315, -0.89654)  -0.097
N (-2.71602, -3.96237, -4.76545)  0.014
H (-3.65441, -2.84425, -2.71387)  0.044
H (-2.42176, -1.66089, -3.14858)  0.074
H (-2.17384, -2.65787, -1.71729)  0.062
H (-0.96176, -3.75538, -3.97280)  0.121
H (-1.67665, -6.05356, -3.30372)  0.117
H (-3.10925, -5.42050, -2.55005)  0.119
H (-2.23653, -6.52160, -0.36699)  0.076
H (-0.42479, -6.63649, -0.24740)  0.085
H (-1.18457, -7.28334, -1.61875)  0.084
H (-3.63653, -3.55045, -4.70983)  0.058
H (-3.02780, -4.89284, -5.00445)  0.062
C (2.45661, 5.36988, -0.35333)  -0.031
C (2.84700, 6.80499, -0.94311)  -0.420
C (3.55972, 6.75308, -2.36970)  -0.187
O (4.11220, 8.03000, -2.64315)  -0.176
C (5.00850, 7.92443, -3.75806)  -0.111
N (1.65103, 7.49012, -1.01844)  0.017
H (2.07113, 5.71816, 0.60491)  0.073
H (3.22797, 4.62623, -0.15313)  0.064
H (1.78874, 4.82434, -1.01999)  0.071
H (3.44580, 7.36185, -0.22238)  0.137
H (2.84552, 6.37328, -3.10029)  0.128
H (4.35174, 6.03194, -2.16781)  0.110
H (5.71311, 7.09463, -3.81336)  0.085
H (5.70673, 8.72559, -3.51575)  0.081
H (4.55702, 8.17712, -4.71744)  0.085
H (1.28188, 7.31409, -0.09495)  0.079
H (1.84801, 8.48073, -1.01781)  0.105
C (3.86263, 0.08517, 3.04922)  -0.085
C (5.10755, -0.44138, 2.47006)  -0.396
C (5.53136, -1.75996, 3.28313)  -0.147
O (6.85265, -2.05957, 2.86344)  -0.226
C (7.44149, -3.19994, 3.45620)  -0.095
N (5.06158, -0.53642, 0.99850)  0.094
H (3.34433, 0.81586, 2.42829)  0.059
H (4.07251, 0.61999, 3.97551)  0.083
H (3.14414, -0.73170, 3.11698)  0.077
H (5.80926, 0.35322, 2.72366)  0.140
H (4.94247, -2.63089, 2.99540)  0.105
H (5.63067, -1.58318, 4.35410)  0.128
H (8.48440, -3.31010, 3.15905)  0.090
H (6.85086, -4.06110, 3.14370)  0.087
H (7.43672, -3.05150, 4.53604)  0.084
H (5.72168, -1.29660, 1.07906)  0.058
H (4.23284, -1.07318, 0.78597)  0.023
C (-5.83799, 2.60451, -3.18083)  -0.091
C (-5.26183, 1.76220, -2.10209)  -0.426
C (-5.18405, 2.41033, -0.67943)  -0.110
O (-6.53101, 2.90082, -0.24755)  -0.204
C (-6.46696, 3.64054, 0.97748)  -0.107
N (-6.08796, 0.57604, -2.20679)  0.032
H (-5.21070, 3.41914, -3.54273)  0.079
H (-6.87104, 2.87584, -2.96337)  0.090
H (-5.87977, 1.95836, -4.05767)  0.073
H (-4.26409, 1.50608, -2.45848)  0.125
H (-4.46508, 3.22471, -0.76865)  0.113
H (-4.81138, 1.67984, 0.03863)  0.096
H (-6.09660, 2.93292, 1.71924)  0.074
H (-7.48711, 3.99040, 1.13557)  0.089
H (-5.75696, 4.46616, 1.02614)  0.079
H (-6.82070, 0.48793, -1.51728)  0.074
H (-6.62006, 0.56810, -3.06522)  0.058
C (0.71522, 2.26076, 0.55925)  -0.010
C (0.86972, 0.74451, 0.87570)  -0.373
C (-0.42766, -0.04048, 0.49069)  -0.166
O (-1.52815, 0.43712, 1.17723)  -0.202
C (-2.63381, -0.29946, 0.99773)  -0.127
N (2.03735, 0.15874, 0.24902)  0.065
H (0.30857, 2.58325, 1.51776)  0.067
H (0.06523, 2.36852, -0.30908)  0.064
H (1.67309, 2.71007, 0.29716)  0.069
H (0.95676, 0.60578, 1.95332)  0.114
H (-0.28691, -1.08619, 0.76418)  0.113
H (-0.63294, 0.03130, -0.57739)  0.128
H (-3.56409, 0.20291, 1.26285)  0.083
H (-2.78378, -1.19814, 1.59605)  0.085
H (-2.78583, -0.39647, -0.07725)  0.100
H (2.11415, -0.72408, 0.73361)  0.033
H (2.83073, 0.66494, 0.61563)  0.052
C (1.17279, -3.49803, -0.46808)  -0.035
C (2.55735, -3.70089, 0.22363)  -0.390
C (3.74857, -3.44140, -0.71874)  -0.144
O (5.03815, -3.66687, -0.05607)  -0.192
C (5.99650, -3.49784, -0.98292)  -0.182
N (2.68688, -2.72689, 1.26552)  0.042
H (0.33644, -3.82002, 0.15235)  0.056
H (0.98168, -4.15697, -1.31507)  0.067
H (0.91171, -2.47753, -0.74828)  0.062
H (2.60107, -4.70018, 0.65678)  0.138
H (3.77794, -2.38495, -0.98551)  0.113
H (3.69005, -4.14020, -1.55322)  0.126
H (5.81971, -4.11414, -1.86441)  0.086
H (6.85177, -3.97587, -0.50533)  0.099
H (6.21033, -2.48831, -1.33397)  0.091
H (3.54326, -3.01746, 1.71529)  0.052
H (1.96003, -2.88885, 1.94783)  0.055
C (-2.39118, 2.82411, 3.32830)  -0.066
C (-2.08480, 1.67398, 4.30434)  -0.246
O (-0.94275, 0.97204, 3.74646)  -0.116
H (-2.38091, 2.63167, 2.25547)  0.062
H (-1.70920, 3.65207, 3.52196)  0.058
H (-3.42541, 3.16269, 3.26635)  0.069
H (-2.88533, 0.93888, 4.38719)  0.102
H (-1.92485, 2.02561, 5.32360)  0.109
H (-1.29397, 0.82236, 2.86564)  0.008
C (1.00220, -1.01997, -3.87859)  -0.073
C (2.21938, -0.26710, -3.34021)  -0.306
O (1.82770, 0.80952, -2.51420)  -0.111
H (0.57575, -0.50877, -4.74167)  0.059
H (0.20371, -0.96269, -3.13883)  0.058
H (1.22067, -2.06017, -4.12017)  0.070
H (2.71641, 0.12852, -4.22596)  0.106
H (2.99751, -0.87684, -2.88105)  0.097
H (1.91452, 0.49503, -1.61134)  0.011
C (-1.62498, 4.82332, -0.34984)  -0.061
C (-1.60571, 5.79064, -1.58374)  -0.341
O (-1.19940, 7.07173, -1.29782)  -0.083
H (-1.63559, 3.81987, -0.77537)  0.041
H (-2.41619, 5.02850, 0.37126)  0.070
H (-0.58988, 4.74549, -0.01725)  0.044
H (-2.54538, 5.96488, -2.10792)  0.105
H (-0.98910, 5.31950, -2.34919)  0.098
H (-0.23949, 7.05859, -1.29825)  0.016
C (-1.92521, 2.98423, -5.19862)  -0.079
C (-0.71278, 2.36271, -4.50914)  -0.276
O (-0.86660, 2.22560, -3.05055)  -0.115
H (-2.78453, 2.31711, -5.13074)  0.065
H (-1.77952, 3.28213, -6.23695)  0.076
H (-2.22832, 3.87452, -4.64761)  0.063
H (0.18557, 2.98002, -4.50757)  0.111
H (-0.51617, 1.43684, -5.04970)  0.088
H (-0.02374, 1.86372, -2.76730)  0.020
C (2.17567, 3.10022, 3.91927)  -0.103
C (1.56508, 4.23000, 4.66214)  -0.334
O (0.56565, 4.84727, 3.89123)  -0.062
H (1.47177, 2.26978, 3.97399)  0.066
H (3.06308, 2.57246, 4.26866)  0.064
H (2.34169, 3.41906, 2.89026)  0.079
H (2.31195, 4.96331, 4.96633)  0.118
H (1.14931, 3.70597, 5.52274)  0.109
H (0.08213, 4.09903, 3.53353)  0.033
C (6.41666, 1.48759, -2.36060)  -0.087
C (5.13700, 2.01631, -1.71568)  -0.308
O (5.51211, 2.21550, -0.35144)  -0.110
H (6.33828, 1.26090, -3.42389)  0.068
H (6.70436, 0.63882, -1.74018)  0.064
H (7.20354, 2.22984, -2.22652)  0.071
H (4.37364, 1.23934, -1.75695)  0.082
H (4.71132, 2.87796, -2.22993)  0.105
H (5.40339, 1.36931, 0.08874)  0.017

DFT total energy: -3241.79717 Ha
energy relative to the best compared isomer or geometry (same formula, charge and spin): 601.4 kJ/mol
frontier orbital gap: 9.44 eV
total charge: 0